(1)
A cluster of 2 separate species, C2H3ClO3 in total in a non-equilibrium geometry, computed with ωB97M-V/def2-TZVPD.

Lowest unoccupied orbital energy ... 0.018 hartree
Energy relative to the best compared isomer or geometry (same formula, charge and spin) ... 208.36 kJ/mol
Energy ... -20785.3478 eV
Frontier orbital gap ... 9.055 eV
E_HOMO ... -8.6 eV

Structure (XYZ):
```
9
C2H3ClO3, DFT ωB97M-V/def2-TZVPD
C -1.39626 0.47779 -0.08921
C 0.63413 -0.14225 -0.31458
O -1.60529 1.63561 -0.10858
O 1.29147 0.51204 0.66117
O 0.61737 -1.46873 -0.04036
Cl -2.65401 -0.66707 0.09948
H 0.79767 -0.01468 -1.30471
H 1.34175 1.42369 0.27676
H 0.97318 -1.75639 0.82003
```

(2)
A structure of composition C17H35N2P2SSiSr, computed with ωB97M-V/def2-TZVPD.

Lowest unoccupied orbital energy ... -0.089 hartree
Total charge ... +1
Energy relative to the best compared isomer or geometry (same formula, charge and spin) ... 0.00 kJ/mol
Energy ... -59300.5286 eV
Frontier orbital gap ... 7.378 eV
E_HOMO ... -9.8 eV

Structure (XYZ):
```
59
C17H35N2P2SSiSr, DFT ωB97M-V/def2-TZVPD
Sr -1.01330 -0.27486 -0.29590
C -1.20327 -0.64162 4.04092
P -0.13593 -0.01036 2.69399
C 0.31402 1.64181 3.32702
C 1.38796 -1.00974 2.90846
C 2.41001 -0.56888 3.74849
C 3.56266 -1.31474 3.93124
C 3.70997 -2.52871 3.27691
C 2.70358 -2.98079 2.44020
C 1.54256 -2.23602 2.23568
P 0.23648 -2.88298 1.11894
C -0.48783 -4.23990 2.10975
C 1.16013 -3.82557 -0.15023
H -0.67710 -0.62957 4.99600
H -1.51736 -1.66220 3.82393
H -2.09702 -0.02080 4.11343
H 0.57228 1.63502 4.38605
H -0.54575 2.29869 3.19002
H 1.14893 2.04008 2.75027
H 2.31556 0.37268 4.27187
H 4.34257 -0.94815 4.58518
H 4.60433 -3.12117 3.41539
H 2.83366 -3.93023 1.93789
H 0.29011 -4.92621 2.44662
H -1.21606 -4.78781 1.51162
H -0.99716 -3.83394 2.98289
H 1.74845 -4.64449 0.26250
H 1.81705 -3.16652 -0.71812
H 0.42805 -4.25372 -0.83739
C -4.47466 0.67834 -3.64708
Si -2.98693 1.23179 -2.65083
C -2.49293 2.96703 -3.18649
C -1.56309 0.08880 -3.27180
C -3.10438 1.09731 -0.82933
H -4.29107 0.73414 -4.72265
H -5.34160 1.30139 -3.41930
H -4.74469 -0.35346 -3.40812
H -2.14357 2.99570 -4.22144
H -1.70518 3.36379 -2.54242
H -3.34619 3.64336 -3.10566
H -1.48711 0.12776 -4.36065
H -1.73565 -0.97159 -3.03125
H -0.56531 0.37730 -2.90325
H -3.93103 0.42942 -0.54385
H -3.31809 2.06764 -0.37127
C 2.72002 0.72361 -3.53337
N 1.95546 1.88056 -3.09313
C 1.45384 2.03153 -1.86411
S 1.70595 0.84225 -0.66447
N 0.78836 3.16284 -1.61224
C 0.16058 3.49828 -0.34446
H 2.11460 -0.18087 -3.48614
H 3.60530 0.58594 -2.91569
H 3.02247 0.89650 -4.56266
H 1.81728 2.62337 -3.76004
H 0.65321 3.81110 -2.37243
H 0.85004 3.31171 0.47484
H -0.76089 2.92960 -0.18946
H -0.09234 4.55558 -0.36485
```

(3)
A structure of composition C27H23Co2O6Sn in a non-equilibrium geometry, computed with ωB97M-V/def2-TZVPD.

Lowest unoccupied orbital energy ... 0.070 hartree
Total charge ... -1
Energy relative to the best compared isomer or geometry (same formula, charge and spin) ... 0.00 kJ/mol
Energy ... -121738.7939 eV
Frontier orbital gap ... 5.654 eV
E_HOMO ... -3.7 eV

Structure (XYZ):
```
59
C27H23Co2O6Sn, DFT ωB97M-V/def2-TZVPD
O 2.06192 -1.31066 -4.66896
C 1.75484 -1.32061 -3.55393
Co 1.61571 -1.34746 -1.73185
C 3.20052 -2.14362 -1.45968
O 4.15711 -2.70883 -1.13217
C 2.02026 0.34046 -1.34189
O 2.35707 1.42139 -1.09977
C 0.10094 -2.17971 -1.21702
C 0.92327 -1.87458 -0.14772
C 1.09871 -1.95768 1.18964
C 1.27064 -0.75802 1.97847
C 2.32898 -0.70915 2.91237
C 2.40778 0.32017 3.83386
C 1.47532 1.36639 3.80740
C 0.47835 1.38329 2.82480
C 0.38835 0.34530 1.90177
Co -1.26605 -0.78273 -1.63554
C -1.48786 -0.92942 -3.35080
O -1.57514 -1.01242 -4.50460
C -1.36195 0.94754 -1.35957
O -1.42650 2.09429 -1.19719
C -2.65730 -1.51678 -0.86015
O -3.53381 -2.05229 -0.32117
H -0.25456 -3.17972 -1.49688
H 1.19342 -2.92749 1.67789
H 3.04434 -1.53625 2.90723
H 3.17692 0.28352 4.60467
H 1.51247 2.15209 4.55900
H -0.25199 2.19566 2.78804
H -0.40649 0.32364 1.14526
C 2.61934 -6.10681 7.30343
Sn 2.20690 -5.11722 5.44497
C 2.91014 -3.09697 5.48182
C 2.70279 -6.26215 3.70086
C -0.13767 -4.89100 5.30107
C -0.52332 -3.99694 6.41187
C -0.88340 -2.73878 5.85000
C -1.33704 -1.72177 6.70313
C -1.36954 -1.94078 8.08342
C -0.93695 -3.16369 8.63379
C -0.52475 -4.20885 7.79646
C -0.73791 -2.82982 4.41240
C -0.33101 -4.11260 4.07175
H 2.10900 -7.07798 7.32086
H 3.70764 -6.25169 7.35681
H 2.27563 -5.47975 8.13596
H 2.55217 -2.54916 4.60390
H 2.53409 -2.59601 6.38266
H 4.00893 -3.12420 5.49170
H 2.38157 -5.72235 2.80063
H 3.79193 -6.40693 3.69200
H 2.19586 -7.23459 3.76431
H -0.28973 -5.97318 5.38538
H -1.66682 -0.78388 6.25991
H -1.72660 -1.15538 8.75129
H -0.93255 -3.30372 9.71938
H -0.21347 -5.18168 8.19280
H -0.98589 -2.00424 3.74787
H -0.20039 -4.51776 3.06755
```

(4)
A structure of composition C7H13BIrN4 in a non-equilibrium geometry, computed with ωB97M-V/def2-TZVPD.

<S²> ... 8.7695
Lowest unoccupied orbital energy (spin up / spin down) ... -0.263 / -0.468 hartree
Total charge ... +2
Energy relative to the best compared isomer or geometry (same formula, charge and spin) ... 0.00 kJ/mol
Energy ... -16920.0540 eV
Frontier orbital gap (spin up / spin down) ... 8.171 / 4.557 eV
E_HOMO (spin up / spin down) ... -15.3 / -17.3 eV
Multiplicity ... 6

Structure (XYZ):
```
26
C7H13BIrN4, DFT ωB97M-V/def2-TZVPD
Ir -0.00229 0.00130 -0.21765
C -2.28666 -0.02220 0.11805
H -2.93561 0.53400 -0.56370
H -1.47347 -0.38161 -0.79310
H -2.74505 -0.99316 0.32803
H -2.34061 0.55375 1.04122
H 0.52527 -1.13013 -1.30502
B 1.77861 2.53241 1.16367
N 1.46951 2.57222 -0.36200
C 1.85699 3.48277 -1.27449
C 1.42389 3.06588 -2.53153
C 0.77592 1.85382 -2.35713
N 0.82323 1.53801 -1.02467
N 2.18383 1.05278 1.43517
C 3.24580 0.60863 2.12628
C 3.27133 -0.78004 2.08667
C 2.18435 -1.17731 1.31506
N 1.54148 -0.04706 0.89007
H 0.87945 2.93337 1.85883
H 2.77633 3.22501 1.34727
H 2.40618 4.35808 -0.96801
H 1.55649 3.57865 -3.46888
H 0.28395 1.17978 -3.05219
H 3.90828 1.31582 2.59788
H 3.98200 -1.43208 2.55671
H 1.82174 -2.15026 1.03070
```

Repeat the fourth record exactly.
A structure of composition C7H13BIrN4 in a non-equilibrium geometry, computed with ωB97M-V/def2-TZVPD.

<S²> ... 8.7695
Lowest unoccupied orbital energy (spin up / spin down) ... -0.263 / -0.468 hartree
Total charge ... +2
Energy relative to the best compared isomer or geometry (same formula, charge and spin) ... 0.00 kJ/mol
Energy ... -16920.0540 eV
Frontier orbital gap (spin up / spin down) ... 8.171 / 4.557 eV
E_HOMO (spin up / spin down) ... -15.3 / -17.3 eV
Multiplicity ... 6

Structure (XYZ):
```
26
C7H13BIrN4, DFT ωB97M-V/def2-TZVPD
Ir -0.00229 0.00130 -0.21765
C -2.28666 -0.02220 0.11805
H -2.93561 0.53400 -0.56370
H -1.47347 -0.38161 -0.79310
H -2.74505 -0.99316 0.32803
H -2.34061 0.55375 1.04122
H 0.52527 -1.13013 -1.30502
B 1.77861 2.53241 1.16367
N 1.46951 2.57222 -0.36200
C 1.85699 3.48277 -1.27449
C 1.42389 3.06588 -2.53153
C 0.77592 1.85382 -2.35713
N 0.82323 1.53801 -1.02467
N 2.18383 1.05278 1.43517
C 3.24580 0.60863 2.12628
C 3.27133 -0.78004 2.08667
C 2.18435 -1.17731 1.31506
N 1.54148 -0.04706 0.89007
H 0.87945 2.93337 1.85883
H 2.77633 3.22501 1.34727
H 2.40618 4.35808 -0.96801
H 1.55649 3.57865 -3.46888
H 0.28395 1.17978 -3.05219
H 3.90828 1.31582 2.59788
H 3.98200 -1.43208 2.55671
H 1.82174 -2.15026 1.03070
```

- The highest energy relative to the best compared isomer or geometry (same formula, charge and spin) belongs to which entry?
  C2H3ClO3